DFT (ωB97M-V/def2-TZVPD) results for a cluster of 14 separate species, C4H37NO14S in total.

Positions of all 57 atoms, in Å:
C  0.626  -1.663  -0.749
N  1.439  -0.663  -0.082
C  1.961  -0.906  1.225
O  1.000  -0.686  2.280
C  -0.405  -0.993  -1.642
C  -1.175  -2.077  -2.443
S  -0.127  -3.245  -3.389
H  0.182  -2.433  -0.110
H  1.258  -2.277  -1.404
H  1.288  0.318  -0.259
H  2.365  -1.922  1.389
H  2.767  -0.240  1.523
H  0.213  -1.237  2.136
H  -1.180  -0.465  -1.081
H  0.070  -0.280  -2.310
H  -1.810  -2.640  -1.767
H  -1.751  -1.623  -3.240
H  0.189  -4.118  -2.431
H  -1.678  3.014  -0.146
H  -1.230  1.620  0.271
O  -1.966  2.237  0.360
H  -0.044  2.071  2.769
H  0.325  1.058  1.623
O  -0.193  1.845  1.849
H  3.263  -1.509  -1.260
H  4.108  -2.606  -1.912
O  4.079  -2.016  -1.153
H  0.687  2.370  -3.908
H  -0.460  2.190  -3.007
O  0.505  2.111  -2.996
H  -0.431  3.329  -0.969
H  -1.357  4.555  -0.623
O  -1.148  3.886  -1.285
H  -3.930  -0.161  -0.455
H  -2.637  0.448  -1.003
O  -3.474  0.068  -1.273
H  -2.263  1.614  2.155
H  -3.316  2.406  3.031
O  -2.919  1.548  2.871
H  -3.332  -0.283  2.645
H  -3.985  -1.680  2.809
O  -3.146  -1.237  2.663
H  1.228  -3.624  1.404
H  2.278  -3.399  0.383
O  2.061  -3.998  1.106
H  -0.584  -3.140  3.324
H  -1.565  -2.355  2.429
O  -0.715  -2.827  2.426
H  2.496  3.510  -1.427
H  2.520  2.039  -1.980
O  2.773  2.614  -1.255
H  -0.918  3.455  1.228
H  -1.204  4.339  2.371
O  -0.936  4.410  1.448
H  3.279  2.898  2.316
H  2.658  2.310  0.958
O  2.620  2.328  1.919

**Lowest unoccupied orbital energy**: -0.0011 Eh
**Highest occupied orbital energy**: -8.9 eV
**Gap between HOMO and LUMO**: 8.88 eV
**Strongest force on any atom**: 1.8 eV/A
**Total charge**: 0
**ΔE to the lowest compared entry with this formula, charge and spin**: 1.665 eV